DFT (ωB97M-V with the def2-TZVPD basis set) results for one molecule with the formula C22H32N2O9S.

As for the SMILES: CC[C@@H](C)N(C(=O)COC(=O)C1C(C(=O)OC)=C(C)NC(C)=C1C(=O)OC)[C@@H]1CCS(=O)(=O)C1. The energy is -2042.42661 Eh.

Positions of all 66 atoms, in Å:
C 2.15183 3.50821 -1.34012
C 2.09591 2.14165 -2.01264
C 1.37208 1.09670 -1.15064
C 1.14131 -0.20438 -1.92591
N 2.09828 0.85268 0.09227
C 1.71891 1.26794 1.31749
O 2.41570 1.10743 2.30494
C 0.33932 1.92160 1.50089
O -0.64468 0.89260 1.56470
C -1.59629 0.82397 0.64307
O -1.72294 1.59449 -0.27494
C -2.44411 -0.43028 0.85463
C -3.78071 -0.25340 0.17323
C -4.68890 0.60820 0.92889
O -4.40175 1.08716 2.00379
O -5.88277 0.83024 0.34115
C -6.75954 1.68396 1.06071
C -4.00853 -0.78894 -1.04578
C -5.24681 -0.60626 -1.85884
N -3.05542 -1.60123 -1.61086
C -1.93944 -2.05824 -0.94988
C -1.21214 -3.14342 -1.67422
C -1.63156 -1.56847 0.27078
C -0.45245 -1.98848 1.03970
O 0.55098 -2.48517 0.55993
O -0.59003 -1.74511 2.34261
C 0.53482 -1.97484 3.17799
C 3.39147 0.18729 -0.03466
C 3.49566 -1.11538 0.77638
C 4.85361 -1.70671 0.46093
S 5.89867 -0.23141 0.16241
O 6.93599 -0.10715 1.14696
O 6.30201 -0.22177 -1.22034
C 4.59258 1.02154 0.37787
H 2.62983 3.44174 -0.36469
H 1.14934 3.90882 -1.20675
H 2.71749 4.20660 -1.95166
H 3.10808 1.80240 -2.24029
H 1.55581 2.22592 -2.95700
H 0.39136 1.49694 -0.89963
H 0.30384 -0.06653 -2.60482
H 2.01029 -0.48708 -2.51531
H 0.90301 -1.01433 -1.24239
H 0.35106 2.40393 2.48260
H 0.08042 2.65218 0.73139
H -2.57578 -0.55972 1.93202
H -6.30152 2.66448 1.20531
H -7.66179 1.76725 0.45995
H -6.98728 1.25850 2.04034
H -5.16692 -1.12524 -2.81196
H -5.41916 0.45093 -2.04369
H -6.11336 -0.98309 -1.32051
H -3.25849 -2.01292 -2.50981
H -0.36517 -3.49148 -1.09449
H -0.84687 -2.76900 -2.62979
H -1.88480 -3.97882 -1.86787
H 1.16480 -1.08282 3.19233
H 0.14491 -2.17104 4.17390
H 1.11340 -2.82613 2.81394
H 3.52179 -0.06471 -1.08879
H 3.42774 -0.87259 1.83670
H 2.67954 -1.79293 0.52147
H 5.28359 -2.27785 1.27557
H 4.86346 -2.28464 -0.45841
H 4.79970 1.85966 -0.27827
H 4.55060 1.32656 1.41810

Here are the Löwdin charges for atoms 1 to 8, given in e: C -0.08; C -0.19; C -0.32; C -0.02; N 0.04; C -0.40; O 0.06; C -0.03